Entry 1:
14
Properties=species:S:1:pos:R:3 method="wB97M-V/def2-TZVPD" energy_ha=-721.9215 orbital_gap_ev=9.6514 largest_force_ev_per_a=2.26 e_homo_ev=-9.12 total_charge=0 multiplicity=1 e_above_lowest_kj_mol=108.0
N -0.32752 -1.63340 0.48518
C -0.35582 -0.23083 0.05325
C -1.12612 0.58509 1.06830
H 1.72672 0.75452 0.32888
H 2.95308 -0.81191 -1.34999
O -0.59387 1.83306 1.13401
H -0.63792 -2.21904 -0.28434
C 0.94208 0.43042 -0.46860
S 1.64730 -0.59810 -1.79160
O -2.18214 0.30717 1.56551
H 0.60056 1.26296 -1.06026
H -0.99221 -1.70224 1.23842
H -1.04150 -0.19156 -0.80916
H -0.88381 2.20516 1.99739

***

Entry 2:
14
Properties=species:S:1:pos:R:3 method="wB97M-V/def2-TZVPD" energy_ha=-721.7786 orbital_gap_ev=8.0272 largest_force_ev_per_a=5.08 e_homo_ev=-7.59 total_charge=0 multiplicity=1 e_above_lowest_kj_mol=483.3
H -2.16363 1.86574 0.98534
S -2.14047 4.07790 0.26252
H 1.95397 -2.74502 -1.55587
C 1.11679 -1.99929 -1.63582
H 0.42892 -2.55168 -2.16279
C 0.32577 0.12205 0.95511
O -2.79821 2.61065 1.23818
O 0.46674 -1.60966 -0.43500
H 1.82745 -1.42444 1.06803
N -0.56038 0.83743 1.12431
H 1.97549 -0.14433 -0.19051
H 1.17232 -1.08074 -2.17403
H -2.81017 2.81831 2.12895
C 1.20540 -0.77691 0.39158

***

Entry 3:
14
Properties=species:S:1:pos:R:3 method="wB97M-V/def2-TZVPD" energy_ha=-721.8044 orbital_gap_ev="8.2164 / 6.6762" largest_force_ev_per_a=3.62 e_homo_ev="-7.76 / -7.06" total_charge=0 multiplicity=1 e_above_lowest_kj_mol=415.6
H -1.76829 -2.40686 -0.22306
N 1.53001 0.85653 0.09851
H -1.74450 -0.86185 1.40514
O -1.65558 0.84270 0.35945
H -2.94453 -1.27752 -1.11869
S 2.29937 -0.65073 0.51481
C 2.20216 1.95979 -0.31160
H 1.84753 2.95014 -0.24141
C -1.81428 -0.34066 0.42907
H -1.17643 -1.26322 -1.30971
H 3.11580 1.85610 -0.86816
H 0.61252 1.04557 0.50222
C -1.93709 -1.33857 -0.63602
O 1.43330 -1.37142 1.39944

***

Entry 4:
15
Properties=species:S:1:pos:R:3 method="wB97M-V/def2-TZVPD" energy_ha=-1119.9320 orbital_gap_ev=4.0450 largest_force_ev_per_a=2.64 e_homo_ev=-9.05 total_charge=0 multiplicity=1 e_above_lowest_kj_mol=546.9
C -1.08304 -0.11027 0.46352
S -3.23643 0.63566 -1.00413
S 4.14228 -0.34744 -0.31840
H 5.38689 -0.81716 -0.02589
H -1.05323 0.59153 -1.70579
H -1.23014 -1.14611 0.75886
H -1.60129 -1.02548 -1.37743
H 3.49169 -1.55635 -0.48153
N -1.69630 0.84511 1.42367
C 0.47631 0.03725 0.30374
C -1.60397 0.00721 -0.96940
O 0.93512 1.11471 0.64144
H -2.65526 0.99937 1.13146
H -1.17528 1.71271 1.48484
O 0.90265 -0.94075 -0.32497

***

Entry 5:
15
Properties=species:S:1:pos:R:3 method="wB97M-V/def2-TZVPD" energy_ha=-1119.9175 orbital_gap_ev="7.1197 / 7.1159" largest_force_ev_per_a=4.65 e_homo_ev="-8.67 / -8.67" total_charge=0 multiplicity=1 e_above_lowest_kj_mol=584.9
S -0.56385 -1.50419 0.45703
H 0.30539 -2.23372 -1.73338
H -1.19820 0.73555 1.80051
O -3.48825 0.41058 1.00171
H -1.02980 -0.99943 -1.77287
H 1.28791 2.48612 1.20681
C -0.67089 -1.84798 -1.27451
H 0.81690 0.62906 1.36315
C 1.16406 1.50022 0.75766
S -0.31511 1.64857 -0.32985
H 1.96515 1.22420 0.03863
C -1.35725 0.77605 0.70442
N -2.57884 0.41720 0.16751
O -2.59835 0.15897 -1.03173
H -1.27144 -2.73060 -1.48641

***

Entry 6:
14
Properties=species:S:1:pos:R:3 method="wB97M-V/def2-TZVPD" energy_ha=-2725.1384 orbital_gap_ev=9.0203 largest_force_ev_per_a=4.17 e_homo_ev=-8.42 total_charge=0 multiplicity=1 e_above_lowest_kj_mol=27.6
H -1.55469 1.19059 -1.36776
C -0.51237 0.89824 -1.30264
Se -0.16618 -0.61421 -2.42311
N -1.07491 -0.69620 1.02117
H 1.24739 -0.63702 -2.17479
H -2.04791 -0.42213 1.04448
H -0.42111 1.28310 1.09477
O 2.05984 0.23478 -0.15321
H -0.97583 -1.52854 0.44493
C -0.22678 0.34223 0.58296
H 0.72705 -0.94362 2.27934
H 0.18896 1.70349 -1.46520
O 1.52679 -0.76258 1.75448
C 1.22973 -0.04812 0.66458

***

Entry 7:
14
Properties=species:S:1:pos:R:3 method="wB97M-V/def2-TZVPD" energy_ha=-398.7648 orbital_gap_ev="8.1394 / 6.9432" largest_force_ev_per_a=1.32 e_homo_ev="-9.22 / -8.15" total_charge=0 multiplicity=1 e_above_lowest_kj_mol=716.3
C 0.73009 0.56640 0.75075
C -1.09358 0.28932 1.41742
H -0.82576 0.24286 2.47941
H 1.23351 -1.99294 0.12935
H 1.28039 -0.07935 1.47005
C -0.16284 0.10711 -1.65946
O 1.24023 -1.46888 -0.68936
O -1.29656 -0.80506 0.77121
O 1.11077 1.68917 0.46834
H 0.65675 0.39341 -2.32044
H -1.69842 1.16579 1.15103
N 0.38004 -0.42462 -0.42772
H -0.77126 0.97028 -1.40778
H -0.78337 -0.65348 -2.13280

***

Entry 8:
14
Properties=species:S:1:pos:R:3 method="wB97M-V/def2-TZVPD" energy_ha=-398.9580 orbital_gap_ev=10.3280 largest_force_ev_per_a=2.85 e_homo_ev=-9.70 total_charge=0 multiplicity=1 e_above_lowest_kj_mol=209.2
H 1.47583 -2.00408 0.78026
H 1.08984 0.98680 -2.14488
H 1.85425 2.14438 0.47585
H -5.44515 -1.81080 1.10174
H -5.38152 -0.66707 0.27366
H 0.36881 1.51489 0.04048
C 1.43850 1.25535 0.00905
C 1.05347 -1.14212 0.24857
O -5.91181 -0.96354 1.00789
C 1.95589 1.03331 -1.47533
O 3.12548 0.88356 -1.65871
N 1.59756 -0.00033 0.75390
H 2.41546 -0.05058 1.32505
O 0.36338 -1.17977 -0.73752

***

Entry 9:
14
Properties=species:S:1:pos:R:3 method="wB97M-V/def2-TZVPD" energy_ha=-398.9122 orbital_gap_ev=10.3093 largest_force_ev_per_a=3.03 e_homo_ev=-9.59 total_charge=0 multiplicity=1 e_above_lowest_kj_mol=329.5
N -2.64682 0.12445 0.14681
H 0.65522 -1.95686 -0.44560
H 0.55518 -0.38265 1.32916
H 1.51555 -0.85731 -1.55330
H -3.40229 -0.12318 0.78272
O -1.32530 -0.27429 0.49386
H 1.63590 1.81925 -0.06506
O 1.93670 1.02845 0.40333
C 1.39514 -1.16387 -0.51510
H -2.70738 1.14828 0.14983
O -0.58007 1.58750 -0.72379
H 2.35346 -1.52737 -0.15298
C 0.96020 0.03182 0.33980
C -0.34549 0.54577 -0.18966

***

Entry 10:
14
Properties=species:S:1:pos:R:3 method="wB97M-V/def2-TZVPD" energy_ha=-398.9751 orbital_gap_ev=10.6423 largest_force_ev_per_a=3.75 e_homo_ev=-9.86 total_charge=0 multiplicity=1 e_above_lowest_kj_mol=164.3
H 0.63469 -0.48092 2.04624
H -1.68179 -1.04907 -1.73995
C 0.18269 -0.84247 1.12472
O -2.14285 0.45911 -0.45826
C 0.59221 0.42280 0.03986
C -1.35562 -0.26066 -1.04578
H 0.71515 -1.73406 0.80269
O 0.08037 1.60219 0.48212
O 1.94681 0.47166 -0.07719
N -0.00895 0.04335 -1.22012
H -0.86144 -1.00157 1.37850
H 2.23130 1.38871 0.03951
H -0.90052 1.53281 0.42336
H 0.56794 -0.55188 -1.79570

***

Entry 11:
14
Properties=species:S:1:pos:R:3 method="wB97M-V/def2-TZVPD" energy_ha=-398.7448 orbital_gap_ev="9.0245 / 8.4801" largest_force_ev_per_a=5.50 e_homo_ev="-8.38 / -7.79" total_charge=0 multiplicity=1 e_above_lowest_kj_mol=769.0
O -1.52374 -0.11081 1.83114
C -0.16048 -1.60239 -0.94816
H 2.04894 -1.97725 -0.34147
C -0.25500 2.83209 0.75182
O -0.99880 1.87519 1.17183
H 0.70772 2.57157 0.06784
H -1.37170 -0.93252 1.51099
O -0.91562 -2.07126 -0.13157
H -0.67630 -1.24037 -1.88602
N -0.63342 0.64172 1.06690
H -0.64279 3.81342 0.87143
C 1.36293 -1.53669 -0.97689
H 1.50928 -0.46970 -1.00795
H 1.54898 -1.79301 -1.97986

***

Entry 12:
14
Properties=species:S:1:pos:R:3 method="wB97M-V/def2-TZVPD" energy_ha=-398.8787 orbital_gap_ev=7.7749 largest_force_ev_per_a=2.74 e_homo_ev=-7.18 total_charge=0 multiplicity=1 e_above_lowest_kj_mol=417.4
O -1.14822 1.40899 1.08621
H -1.24144 -0.48510 -0.47241
H 1.58395 -0.30245 -0.42059
N -0.25279 -0.28974 -0.10192
C 0.75340 -0.64093 -1.10950
H -0.21522 -1.03818 0.67563
C 0.30576 1.01728 3.24843
C 0.14379 1.18222 0.41553
O 0.47338 2.14005 3.25639
H 0.73263 -1.77368 -1.31187
H 0.09151 1.64472 -0.60147
H 0.73897 0.01340 -2.02691
H -0.98639 2.26058 1.47131
O 0.18019 -0.12723 3.18812

***

Entry 13:
14
Properties=species:S:1:pos:R:3 method="wB97M-V/def2-TZVPD" energy_ha=-398.9746 orbital_gap_ev=10.9710 largest_force_ev_per_a=4.05 e_homo_ev=-10.41 total_charge=0 multiplicity=1 e_above_lowest_kj_mol=165.6
O 0.99012 1.68638 -0.70198
H -1.55599 -3.29633 -0.00805
C 0.01331 -2.01798 -0.22607
O -1.10713 2.57203 -0.41420
H -1.13605 0.60396 1.46551
C -0.17019 1.12894 1.32936
C -0.15543 1.84677 -0.01479
H 0.87478 2.18764 -1.53541
H 0.66761 0.42411 1.42568
O 1.09777 -1.63726 0.22636
N -0.54066 -3.33329 -0.13103
H -0.01763 1.85023 2.15541
H -0.57498 -1.38665 -0.93592
H -0.44533 -3.76548 -1.06256

***

Entry 14:
14
Properties=species:S:1:pos:R:3 method="wB97M-V/def2-TZVPD" energy_ha=-398.8009 orbital_gap_ev="6.1056 / 7.0240" largest_force_ev_per_a=0.90 e_homo_ev="-8.20 / -8.70" total_charge=0 multiplicity=1 e_above_lowest_kj_mol=621.6
H 1.33844 -0.73260 -1.64488
H 2.13136 0.73178 0.78628
H -1.61723 -0.10646 -0.99860
N -0.68731 1.01938 1.92831
C 0.47137 -0.47452 -1.03637
H -0.71357 0.59498 -2.36603
C 0.64485 -0.39399 0.38100
H -1.44530 0.33922 1.85061
O -0.08552 -1.28733 0.91298
O 1.91942 -0.20547 0.89137
H -1.04051 -1.12358 -2.36624
H -0.02357 0.69891 2.63523
C -0.81252 -0.28031 -1.70528
O -0.07992 1.22000 0.73164

***

Entry 15:
14
Properties=species:S:1:pos:R:3 method="wB97M-V/def2-TZVPD" energy_ha=-398.5873 orbital_gap_ev="9.6838 / 5.9435" largest_force_ev_per_a=3.39 e_homo_ev="-15.47 / -15.37" total_charge=+1 multiplicity=2 e_above_lowest_kj_mol=217.5 s2=0.76
H -0.37241 -2.46122 -0.67843
H -2.24108 -0.39845 -0.04013
O -0.08207 -0.95157 -1.75587
H 1.70920 1.49361 -2.30998
H 1.15143 1.26537 1.82174
H 1.38164 1.02490 -1.02616
H -1.32107 -1.34689 1.18445
H -0.51386 1.60135 0.62069
N -0.57318 0.60181 0.84334
O 0.97802 -0.71968 1.92189
C 0.61862 0.34577 1.47819
C -1.22756 -0.55907 0.37821
O 0.90599 1.45044 -1.75984
C -0.41368 -1.34636 -0.67809

***

Entry 16:
13
Properties=species:S:1:pos:R:3 method="wB97M-V/def2-TZVPD" energy_ha=-589.4118 orbital_gap_ev="6.3710 / 6.2721" largest_force_ev_per_a=2.40 e_homo_ev="-12.69 / -14.94" total_charge=+1 multiplicity=3 e_above_lowest_kj_mol=0.0 s2=2.01
C -1.06362 0.92076 0.39464
H 1.32820 0.51184 -1.85821
H -1.71235 -1.17324 0.01938
O 2.72481 -0.00157 1.18632
P 1.42714 0.16097 1.77897
H 1.61366 -1.07334 -1.42687
H -1.23985 1.21908 -0.63032
C 0.05588 -0.02568 0.63029
C -1.33013 -0.49697 0.77107
H -1.21896 1.73460 1.08795
N 0.90892 -0.35492 -1.55006
H 0.17553 -0.66839 -2.16983
H -1.66923 -0.75313 1.76667

***

Entry 17:
14
Properties=species:S:1:pos:R:3 method="wB97M-V/def2-TZVPD" energy_ha=-931.0941 orbital_gap_ev=8.9079 largest_force_ev_per_a=6.00 e_homo_ev=-8.81 total_charge=0 multiplicity=1 e_above_lowest_kj_mol=187.6
H 1.12066 -0.38828 -1.68769
H 1.26210 -1.70963 -0.67731
N 2.50384 0.69450 0.21328
C 0.22433 0.48941 1.24980
C 1.35351 0.17871 0.30958
O 0.00303 0.30920 2.41412
H 3.06924 0.45708 -0.49911
H -0.25444 -1.10803 -0.69080
H -1.71524 -1.11454 0.59682
H -2.34581 -0.43564 -1.41173
P -2.69757 -0.21324 -0.13193
H -1.91618 2.17966 1.06148
P -1.36996 1.44020 -0.01599
C 0.76248 -0.77941 -0.73052

***

Entry 18:
13
Properties=species:S:1:pos:R:3 method="wB97M-V/def2-TZVPD" energy_ha=-646.5087 orbital_gap_ev=10.0347 largest_force_ev_per_a=5.13 e_homo_ev=-9.28 total_charge=0 multiplicity=1 e_above_lowest_kj_mol=533.6
O -3.15894 -1.05134 -1.72903
N -1.84327 -0.61860 0.34225
C 1.28057 0.64421 -0.06809
H -2.55577 1.05725 -1.06569
H 0.72489 1.45496 0.19575
H 1.54602 -1.34091 1.21852
S -1.98455 -0.31850 -1.27187
C 1.80250 -0.38973 0.78122
H 3.71314 0.96847 0.72997
H -0.87281 -0.85083 0.52146
C 2.69660 0.53486 0.52194
H -2.51478 -0.62017 1.07234
H 1.16640 0.53032 -1.24879

***

Entry 19:
13
Properties=species:S:1:pos:R:3 method="wB97M-V/def2-TZVPD" energy_ha=-646.6633 orbital_gap_ev=10.3441 largest_force_ev_per_a=3.48 e_homo_ev=-9.76 total_charge=0 multiplicity=1 e_above_lowest_kj_mol=127.7
C 0.26045 0.16705 -0.03860
O -0.32686 0.33842 -2.36946
C -0.81552 -0.80104 0.27606
H -1.75055 -0.29281 0.19213
H 1.69879 2.44440 -0.49379
H -0.81152 -1.58559 -0.50089
H 1.25910 -0.41076 0.14520
S 1.36371 2.34361 -1.73324
N -0.80839 -1.49147 1.55390
H 0.13953 -1.88799 1.59086
C 0.30334 0.80879 -1.49848
H 0.24820 1.09583 0.54597
H -0.76030 -0.72844 2.33035